{
  "formula": "C34H97BF9NO15PS16",
  "method": "ωB97M-V/def2-TZVPD",
  "charge": 1,
  "total_energy_ev": -276795.2513,
  "molar_mass_g_mol": 1485.98,
  "gap_ev": 5.10,
  "species": ["C", "B", "O", "N", "C", "C", "C", "C", "F", "F", "C", "F", "F", "S", "F", "F", "F", "F", "F", "P", "S", "H", "H", "H", "H", "H", "H", "H", "H", "H", "H", "H", "H", "H", "C", "S", "O", "C", "H", "H", "H", "H", "H", "H", "C", "S", "O", "C", "H", "H", "H", "H", "H", "H", "C", "S", "O", "C", "H", "H", "H", "H", "H", "H", "C", "S", "O", "C", "H", "H", "H", "H", "H", "H", "C", "S", "O", "C", "H", "H", "H", "H", "H", "H", "C", "S", "O", "C", "H", "H", "H", "H", "H", "H", "C", "S", "O", "C", "H", "H", "H", "H", "H", "H", "C", "S", "O", "C", "H", "H", "H", "H", "H", "H", "C", "S", "O", "C", "H", "H", "H", "H", "H", "H", "C", "S", "O", "C", "H", "H", "H", "H", "H", "H", "C", "S", "O", "C", "H", "H", "H", "H", "H", "H", "C", "S", "O", "C", "H", "H", "H", "H", "H", "H", "C", "S", "O", "C", "H", "H", "H", "H", "H", "H", "C", "S", "O", "C", "H", "H", "H", "H", "H", "H"],
  "xyz": [[-1.91403, -1.80871, 2.74343], [-2.30109, -0.19358, 2.97952], [-2.07362, 0.31824, 4.35928], [-2.81556, 0.70492, 1.82821], [-3.33073, 1.96711, 2.48308], [-1.57224, 0.93698, 0.94358], [-1.83832, 1.96980, -0.30033], [-1.01122, 3.39271, -0.21088], [-0.48369, 3.68638, 1.17510], [-2.08058, 4.45245, -0.38925], [0.05048, 3.67013, -1.40876], [-0.68638, 3.71061, -2.72726], [0.57565, 5.07613, -1.23410], [1.48429, 2.52130, -1.59872], [1.82641, 3.27488, -3.13537], [2.49690, 3.73842, -0.87189], [1.30251, 1.75966, -0.08590], [0.61634, 1.32653, -2.46482], [2.90216, 1.58693, -1.83649], [-4.08356, -0.26795, 1.00352], [-5.48951, 0.78504, 0.16757], [-1.24514, -2.14723, 3.67097], [-2.86950, -2.48330, 2.60223], [-1.24874, -1.97273, 1.77763], [-1.09769, 0.55363, 4.49578], [-3.86333, 2.68656, 1.71636], [-4.10147, 1.61099, 3.32241], [-2.41445, 2.54960, 2.95473], [-1.36545, -0.12981, 0.44860], [-0.63008, 1.16907, 1.59702], [-3.01052, 2.19802, -0.28747], [-1.66191, 1.37599, -1.31015], [-3.56723, -1.22959, 0.06317], [-4.73546, -1.04904, 2.06280], [2.66644, -3.21160, 2.54324], [1.64589, -3.55501, 3.99665], [0.36670, -2.78633, 3.84138], [2.68258, -2.65266, 5.17257], [2.18445, -3.65485, 1.66836], [2.75928, -2.13247, 2.39698], [3.65446, -3.65890, 2.67576], [2.77432, -1.60784, 4.86631], [3.67012, -3.11762, 5.22174], [2.21218, -2.70059, 6.15760], [-1.20073, 6.19126, -6.81884], [-2.22128, 5.84785, -5.36543], [-3.50047, 6.61654, -5.52069], [-1.18459, 6.75020, -4.18951], [-1.68272, 5.74801, -7.69372], [-1.10788, 7.27040, -6.96510], [-0.21271, 5.74396, -6.68632], [-1.09285, 7.79503, -4.49577], [-0.19705, 6.28524, -4.14033], [-1.65498, 6.70228, -3.20447], [-0.71591, -3.58032, -4.34337], [-0.10377, -2.95816, -2.75905], [-0.99289, -1.82205, -2.34671], [1.42291, -2.24295, -3.41441], [-1.69306, -4.04173, -4.18066], [-0.81879, -2.75702, -5.05481], [-0.02387, -4.33005, -4.73426], [1.18982, -1.50124, -4.18214], [2.04717, -3.03504, -3.83480], [1.95880, -1.75848, -2.59468], [-3.19633, -1.60184, -6.99083], [-3.80194, -3.29753, -6.81840], [-2.60874, -4.18406, -6.61436], [-4.33022, -3.48496, -8.53815], [-2.77869, -1.28352, -6.03247], [-2.41802, -1.55793, -7.75688], [-4.02523, -0.94266, -7.25955], [-3.48305, -3.32650, -9.20976], [-5.12316, -2.76607, -8.75789], [-4.71478, -4.49857, -8.67438], [-4.62806, 5.30425, -8.42498], [-5.23368, 3.60856, -8.25254], [-4.04047, 2.72203, -8.04850], [-5.76196, 3.42113, -9.97229], [-4.21042, 5.62257, -7.46662], [-3.84975, 5.34816, -9.19103], [-5.45697, 5.96343, -8.69370], [-4.91479, 3.57959, -10.64391], [-6.55490, 4.14002, -10.19203], [-6.14652, 2.40751, -10.10852], [8.47514, 1.28851, -2.12252], [7.00148, 0.23973, -2.13834], [7.22126, -0.83148, -3.16571], [5.89916, 1.47431, -2.86804], [9.31285, 0.70384, -1.73441], [8.70734, 1.62392, -3.13648], [8.30460, 2.14966, -1.47202], [6.28809, 1.79822, -3.83638], [5.81026, 2.32962, -2.19396], [4.91467, 1.02123, -3.00720], [-8.12556, 4.78049, -1.68243], [-8.73118, 3.08480, -1.51000], [-7.53797, 2.19827, -1.30596], [-9.25946, 2.89737, -3.22975], [-7.70792, 5.09881, -0.72407], [-7.34725, 4.82440, -2.44848], [-8.95447, 5.43967, -1.95115], [-8.41229, 3.05583, -3.90136], [-10.05240, 3.61626, -3.44949], [-9.64402, 1.88375, -3.36598], [3.93578, 7.67445, 2.63988], [3.33016, 5.97876, 2.81231], [4.52337, 5.09223, 3.01635], [2.80188, 5.79133, 1.09256], [4.35342, 7.99277, 3.59824], [4.71409, 7.71836, 1.87383], [3.10687, 8.33363, 2.37116], [3.64905, 5.94979, 0.42095], [2.00894, 6.51022, 0.87283], [2.41732, 4.77772, 0.95633], [-0.32053, -6.74473, -7.44511], [1.12464, -6.43691, -8.48848], [0.99369, -7.30241, -9.70711], [2.32350, -7.22626, -7.38784], [-1.20662, -6.36339, -7.95856], [-0.43643, -7.81771, -7.27247], [-0.20267, -6.22183, -6.49300], [2.04669, -8.26966, -7.21882], [2.35756, -6.68815, -6.43751], [3.30773, -7.18547, -7.86060], [-2.33198, 2.86803, 8.13322], [-3.27891, 2.40323, 6.66381], [-2.37481, 1.59272, 5.78234], [-3.37018, 4.06852, 5.96365], [-2.12297, 1.96453, 8.71132], [-1.38878, 3.33526, 7.83894], [-2.91878, 3.55872, 8.74348], [-2.36401, 4.46247, 5.80146], [-3.92403, 4.72121, 6.64268], [-3.89563, 4.01434, 5.00718], [6.05393, -5.70623, 1.60797], [5.45469, -6.42472, 3.15606], [4.71242, -5.35002, 3.89452], [7.08152, -6.59073, 3.92913], [5.19292, -5.48188, 0.97351], [6.60360, -4.78364, 1.81103], [6.70057, -6.42391, 1.09749], [7.56841, -5.61452, 3.99089], [7.69565, -7.28035, 3.34507], [6.94752, -6.99216, 4.93648], [9.96115, -2.76459, 7.08351], [8.48748, -3.81337, 7.06769], [8.70726, -4.88459, 6.04031], [7.38516, -2.57880, 6.33798], [10.79885, -3.34926, 7.47161], [10.19335, -2.42919, 6.06954], [9.79060, -1.90345, 7.73401], [7.77409, -2.25488, 5.36965], [7.29627, -1.72349, 7.01207], [6.40067, -3.03187, 6.19882], [-2.19326, -7.26654, 2.45177], [-3.29338, -6.12062, 1.58663], [-2.45310, -4.98697, 1.07667], [-4.15614, -5.53523, 3.06471], [-1.52648, -7.72735, 1.71879], [-1.59818, -6.72718, 3.19307], [-2.78538, -8.04451, 2.93959], [-3.44172, -5.10134, 3.76842], [-4.68603, -6.36806, 3.53316], [-4.87793, -4.77149, 2.76539], [0.39156, 0.30041, 9.93346], [-0.62899, -0.04300, 11.38687], [-1.90818, 0.72569, 11.23161], [0.40770, 0.85936, 12.56279], [-0.09043, -0.14283, 9.05858], [0.48441, 1.37955, 9.78720], [1.37958, -0.14689, 10.06598], [0.49944, 1.90418, 12.25653], [1.39524, 0.39440, 12.61197], [-0.06269, 0.81143, 13.54782]],
  "forces_ev_per_a": [[-0.12, 0.49, -0.36], [2.53, -2.70, 3.99], [1.78, -2.85, -7.65], [1.38, 0.64, 0.84], [-1.08, 1.87, 0.76], [1.44, -1.39, -1.84], [-0.75, -0.35, 0.34], [-2.99, 1.31, 1.52], [-1.09, -1.05, -4.51], [3.39, -2.76, 0.34], [-2.51, 4.90, -1.61], [2.30, -0.48, 4.69], [-1.91, -4.69, -0.65], [5.22, -1.01, -2.47], [-0.75, -1.51, 3.25], [-1.89, -3.21, -1.33], [-0.20, 1.50, -3.05], [1.42, 2.47, 2.52], [-3.07, 1.77, 0.68], [-3.66, -0.42, -1.05], [0.93, -0.03, 0.20], [-2.00, 0.72, -2.26], [1.92, 1.13, 0.32], [-1.39, 0.20, 1.84], [-2.12, -0.59, -0.02], [0.97, -1.75, 1.44], [1.79, 1.10, -1.83], [-1.96, -1.52, -0.83], [-0.32, 2.35, 1.09], [-2.02, -0.13, -1.08], [2.65, -0.07, -0.17], [0.00, 1.52, 2.08], [0.74, 0.54, 1.04], [1.37, 0.59, -0.50], [-0.01, 0.13, -0.15], [0.45, -0.17, 0.01], [1.00, -0.05, 0.20], [0.02, 0.10, 0.08], [-0.07, 0.01, 0.19], [-0.11, -0.03, 0.10], [-0.17, -0.07, 0.19], [-0.08, -0.08, -0.07], [-0.13, -0.11, -0.12], [-0.04, -0.07, -0.18], [0.00, 0.11, -0.10], [-0.12, 0.18, 0.01], [0.58, -0.20, 0.03], [0.00, 0.15, 0.05], [0.02, -0.02, 0.22], [-0.07, -0.07, 0.10], [-0.12, -0.02, 0.04], [-0.07, -0.10, -0.05], [-0.10, -0.03, -0.05], [-0.02, -0.07, -0.18], [-0.12, 0.14, 0.16], [0.02, -0.07, -0.19], [0.18, 0.05, -0.09], [0.01, 0.16, 0.01], [0.20, 0.10, 0.00], [0.04, -0.08, 0.13], [-0.04, 0.08, 0.10], [-0.07, -0.08, 0.05], [-0.10, 0.03, 0.07], [-0.12, -0.10, -0.04], [0.11, 0.00, -0.02], [0.18, -0.02, -0.13], [-0.31, 0.31, -0.21], [0.06, -0.08, -0.09], [-0.13, -0.12, -0.07], [-0.09, -0.10, 0.04], [0.05, -0.08, 0.05], [-0.01, 0.00, 0.14], [0.07, -0.05, 0.10], [0.07, 0.13, 0.14], [0.12, -0.03, 0.01], [0.34, -0.02, -0.08], [-0.39, 0.36, -0.17], [0.04, -0.09, -0.11], [-0.22, -0.07, -0.04], [-0.10, -0.14, -0.03], [0.03, -0.10, 0.05], [-0.01, 0.00, 0.13], [0.06, -0.05, 0.09], [0.07, 0.13, 0.12], [0.10, 0.05, -0.06], [0.15, -0.31, -0.45], [-0.13, 0.64, 0.49], [-0.03, 0.05, -0.13], [-0.21, -0.01, -0.05], [-0.09, -0.10, 0.06], [-0.04, -0.10, -0.02], [0.04, -0.10, 0.08], [0.03, -0.10, 0.01], [0.24, -0.04, 0.05], [0.14, 0.05, -0.03], [0.25, -0.14, -0.06], [-0.43, 0.46, -0.21], [0.06, -0.06, -0.11], [-0.11, -0.15, -0.09], [-0.07, -0.10, 0.05], [0.02, -0.11, 0.04], [-0.01, 0.00, 0.13], [0.06, -0.05, 0.10], [0.07, 0.13, 0.15], [0.10, 0.07, -0.01], [0.47, -0.20, -0.04], [-0.58, 0.46, -0.21], [0.01, -0.03, 0.03], [-0.10, -0.15, -0.10], [-0.07, -0.11, 0.07], [0.02, -0.10, 0.04], [0.00, -0.02, 0.12], [0.04, -0.04, 0.08], [0.12, 0.31, 0.30], [-0.08, -0.11, -0.02], [-0.14, -0.41, -0.39], [0.07, 0.39, 0.74], [0.08, -0.13, 0.02], [0.21, 0.05, 0.07], [0.11, 0.06, -0.08], [-0.02, 0.03, -0.13], [-0.05, 0.09, -0.08], [-0.04, 0.01, -0.09], [-0.19, 0.05, -0.02], [-0.03, 0.03, 0.10], [0.32, 0.29, 0.50], [-0.91, 3.09, 3.18], [0.06, 0.05, -0.07], [-0.17, 0.07, -0.06], [-0.11, -0.03, -0.13], [0.03, -0.10, -0.02], [-0.03, -0.10, 0.06], [0.02, -0.10, -0.06], [0.01, -0.06, 0.14], [-0.05, 0.15, -0.03], [0.26, -0.05, 0.06], [0.22, 0.04, -0.19], [-0.07, 0.10, 0.00], [0.06, -0.09, 0.13], [-0.04, -0.10, 0.08], [-0.09, 0.02, 0.10], [-0.11, -0.10, 0.06], [-0.15, 0.02, -0.01], [-0.05, 0.11, -0.17], [0.10, 0.02, -0.08], [0.11, -0.22, -0.30], [-0.08, 0.61, 0.34], [-0.06, 0.04, -0.12], [-0.21, -0.01, -0.04], [-0.09, -0.09, 0.06], [-0.05, -0.11, -0.02], [0.04, -0.08, 0.08], [0.05, -0.10, 0.00], [0.18, -0.07, 0.06], [0.12, 0.02, 0.06], [0.27, 0.23, -0.06], [-0.35, -0.36, 0.35], [0.04, 0.09, 0.11], [-0.17, 0.13, 0.02], [-0.09, 0.05, -0.10], [-0.01, 0.08, -0.09], [0.03, -0.05, -0.10], [0.04, 0.05, -0.10], [0.09, -0.14, -0.08], [0.02, 0.09, -0.11], [-0.34, 0.27, 0.01], [0.69, -0.19, -0.08], [0.01, 0.11, 0.04], [-0.02, 0.00, 0.19], [-0.05, -0.06, 0.09], [-0.10, 0.00, 0.04], [-0.07, -0.10, -0.04], [-0.11, -0.03, -0.03], [-0.02, -0.07, -0.20]],
  "mulliken_charge": [-0.229, 0.088, -0.281, 0.027, -0.664, -0.567, -0.884, 0.880, -0.305, -0.334, 0.650, -0.248, -0.224, 1.195, -0.361, -0.307, -0.267, -0.303, -0.254, 0.191, -0.087, 0.306, 0.056, 0.083, 0.339, 0.341, 0.357, 0.259, 0.138, 0.596, 0.350, 0.334, 0.200, 0.151, -0.695, 0.276, -0.519, -0.833, 0.304, 0.289, 0.183, 0.311, 0.199, 0.349, -0.908, 0.622, -0.703, -0.969, 0.246, 0.328, 0.363, 0.455, 0.293, 0.273, -0.813, 0.520, -0.579, -0.941, 0.398, 0.167, 0.238, 0.265, 0.418, 0.288, -0.914, 0.454, -0.517, -1.004, 0.222, 0.330, 0.425, 0.312, 0.394, 0.327, -0.603, 0.505, -0.614, -0.932, -0.020, 0.292, 0.390, 0.299, 0.343, 0.324, -0.928, 0.529, -0.630, -0.824, 0.322, 0.306, 0.335, 0.412, 0.324, 0.145, -0.871, 0.451, -0.600, -0.930, 0.297, 0.260, 0.361, 0.276, 0.381, 0.306, -0.950, 0.515, -0.630, -0.735, 0.345, 0.300, 0.334, 0.380, 0.393, 0.036, -0.645, 0.515, -0.623, -0.865, 0.245, 0.381, 0.108, 0.300, 0.284, 0.319, -0.921, 0.370, -0.443, -0.967, 0.204, 0.331, 0.422, 0.291, 0.430, 0.259, -0.968, 0.403, -0.529, -0.864, 0.311, 0.292, 0.413, 0.220, 0.439, 0.295, -0.947, 0.453, -0.582, -0.703, 0.326, 0.301, 0.366, 0.308, 0.402, 0.075, -0.905, 0.455, -0.518, -0.896, 0.315, 0.244, 0.382, 0.249, 0.399, 0.274, -0.895, 0.504, -0.598, -0.906, 0.279, 0.269, 0.405, 0.295, 0.346, 0.319]
}